No. 1
22
Properties=species:S:1:pos:R:3:forces:R:3 method="wB97M-V/def2-TZVPD" e_lumo_ev=-4.17 e_tot_ev=-6927.780 charge=+1 relative_energy_kj_mol=28.9 homo_energy_ev=-13.990
C 1.554 0.999 -1.298 0.519 -0.018 -0.569
N 2.923 1.529 -1.701 -0.340 0.118 0.499
H 1.757 0.025 -0.868 -0.393 -0.005 0.213
H 1.078 1.702 -0.624 0.148 -0.076 0.214
H 0.965 0.916 -2.205 -0.050 -0.125 0.013
H 3.383 0.904 -2.361 0.021 0.002 -0.125
H 3.518 1.605 -0.874 0.072 0.021 -0.065
H 2.851 2.458 -2.110 0.070 0.105 -0.177
C -1.048 -2.537 0.160 -0.253 0.500 0.138
C -1.484 1.082 1.578 -0.069 -0.040 -0.314
C -1.401 -0.036 0.545 -0.135 -0.188 -0.170
C -1.244 -1.413 1.182 0.479 0.015 -0.410
H -1.927 -2.602 -0.483 -0.015 -0.171 -0.013
H -0.901 -3.485 0.671 0.038 -0.128 -0.146
H -0.195 -2.330 -0.491 0.110 -0.106 0.048
H -1.603 2.053 1.096 -0.053 0.050 0.084
H -0.577 1.110 2.185 -0.004 -0.007 0.056
H -2.330 0.926 2.246 -0.011 0.053 0.038
H -0.570 0.160 -0.141 0.204 -0.130 0.096
H -2.261 -0.056 -0.131 -0.218 0.163 0.225
H -0.365 -1.373 1.834 -0.152 -0.105 0.199
H -2.122 -1.637 1.788 0.032 0.071 0.167

---

No. 2
166
Properties=species:S:1:pos:R:3:forces:R:3 method="wB97M-V/def2-TZVPD" e_lumo_ev=-1.16 e_tot_ev=-206428.090 relative_energy_kj_mol=0.0 homo_energy_ev=-6.976
C -19.168 0.797 3.563 0.231 1.750 -0.597
C -19.645 1.815 2.525 -1.633 0.086 0.754
O -20.519 2.622 2.746 0.995 -0.598 -0.078
N -19.113 1.769 1.138 -1.293 -1.421 1.415
H -19.022 2.730 0.840 -1.081 1.113 -1.582
H -18.132 1.552 1.245 1.393 -1.264 -0.277
C -19.863 0.676 0.325 0.510 1.129 -0.131
H -20.080 0.444 4.045 0.250 -0.803 -0.354
H -18.724 1.386 4.365 0.162 0.269 -0.017
H -18.344 0.170 3.224 -0.526 -0.569 -0.027
H -19.208 0.358 -0.486 -0.034 0.251 0.155
H -20.789 1.100 -0.064 0.276 0.096 0.124
H -20.111 -0.183 0.947 0.307 0.290 0.327
C -17.128 5.054 3.252 -0.762 1.662 0.501
C -18.097 6.036 3.947 0.887 -3.577 -0.646
O -19.209 5.730 4.175 0.131 2.095 0.658
N -17.384 7.356 4.470 -1.125 0.480 -1.940
H -17.501 7.423 5.471 -0.422 0.511 0.350
H -16.400 7.366 4.245 0.473 -0.743 0.310
C -17.900 8.476 3.518 0.463 0.060 1.270
H -16.710 5.584 2.395 0.353 -0.373 -0.153
H -17.722 4.193 2.947 0.234 0.198 0.002
H -16.383 4.798 4.004 0.252 -0.197 -0.218
H -18.988 8.507 3.570 0.235 -0.193 -0.417
H -17.419 8.239 2.569 -0.718 -0.143 -0.176
H -17.480 9.433 3.827 -0.098 -0.111 0.267
C -23.645 2.363 4.424 -2.353 -0.131 -0.022
C -24.400 1.264 5.199 4.536 -1.764 1.480
O -23.810 0.433 5.868 -2.813 1.789 -1.480
N -25.956 1.261 5.174 -0.015 -0.012 0.342
H -26.259 1.700 6.031 0.100 0.029 0.780
H -26.237 1.952 4.493 -0.234 -0.057 -0.873
C -26.665 -0.081 5.017 0.936 0.095 -1.055
H -23.954 2.255 3.384 0.332 -0.073 -0.355
H -22.562 2.435 4.517 -0.209 -0.723 0.264
H -24.096 3.311 4.719 0.046 0.312 0.102
H -26.258 -0.792 5.736 -0.042 0.314 -0.012
H -26.374 -0.383 4.011 -0.075 -0.381 0.127
H -27.751 0.005 5.058 0.234 0.396 0.306
C -17.979 -3.176 3.747 1.214 1.054 0.774
C -19.005 -3.645 4.712 -1.640 -1.847 0.287
C -19.564 -2.661 5.793 0.147 -1.720 -0.828
N -20.251 -3.473 6.943 0.759 -0.002 -0.649
C -19.169 -4.254 7.736 -2.164 1.378 0.479
C -20.984 -2.445 7.904 -1.692 -1.671 -1.518
C -22.480 -3.063 7.986 0.577 -0.686 0.844
C -22.506 -4.519 7.423 2.276 0.389 -1.388
C -21.352 -4.416 6.366 -0.298 0.976 0.091
H -17.110 -2.921 4.355 0.099 1.102 -0.109
H -18.424 -2.343 3.204 0.800 0.081 -0.146
H -17.479 -3.898 3.102 -1.045 -0.377 -0.345
H -18.683 -4.591 5.147 0.425 0.115 0.621
H -19.836 -4.034 4.123 -0.529 0.345 -0.076
H -20.372 -2.085 5.341 0.197 0.343 0.163
H -18.754 -2.054 6.197 -0.317 0.163 0.297
H -18.606 -3.413 8.141 0.555 -0.615 0.206
H -18.594 -5.037 7.243 -0.280 0.541 -0.473
H -19.828 -4.691 8.487 0.661 -0.276 0.478
H -20.475 -2.287 8.854 0.068 -0.579 -0.148
H -20.984 -1.486 7.386 0.007 -0.134 -0.021
H -22.812 -3.127 9.023 0.013 0.453 0.034
H -23.216 -2.492 7.420 0.355 0.288 0.030
H -22.269 -5.368 8.064 0.019 0.486 0.709
H -23.411 -4.830 6.902 -0.113 0.497 0.028
H -20.943 -5.350 5.981 0.309 0.081 0.466
H -21.710 -3.883 5.485 -0.156 0.086 0.008
C -21.631 0.672 -4.317 0.819 0.899 -0.734
C -22.465 -0.112 -3.367 0.069 1.221 2.866
C -22.597 -1.491 -3.748 -2.215 -3.210 -0.747
N -23.382 -2.469 -2.776 1.389 1.980 -0.108
C -24.691 -1.876 -2.325 0.214 -1.473 0.758
C -22.447 -2.854 -1.561 -0.652 0.878 -1.131
C -21.506 -3.819 -2.165 0.885 -1.647 0.289
C -22.247 -4.554 -3.280 0.410 0.634 -1.491
C -23.562 -3.749 -3.577 -0.031 -1.747 3.390
H -21.758 0.299 -5.333 0.099 0.206 -0.194
H -20.576 0.642 -4.042 0.087 -0.713 -0.067
H -21.741 1.756 -4.292 -0.864 -0.097 -0.018
H -23.514 0.157 -3.244 0.188 1.139 -0.182
H -22.044 -0.005 -2.367 0.111 0.070 0.186
H -21.789 -2.129 -4.106 0.319 0.575 0.033
H -23.396 -1.399 -4.485 0.473 -0.682 -0.994
H -25.351 -1.799 -3.189 0.043 0.409 0.228
H -24.643 -1.037 -1.632 0.638 0.597 -0.835
H -25.069 -2.612 -1.616 -0.408 -0.423 -0.360
H -23.057 -3.321 -0.787 -0.206 0.214 -0.153
H -21.934 -1.981 -1.156 -0.506 0.206 -0.110
H -21.229 -4.505 -1.365 0.065 -0.207 -0.086
H -20.518 -3.529 -2.524 -0.360 0.786 0.148
H -22.316 -5.614 -3.035 -0.798 0.140 -0.217
H -21.629 -4.491 -4.175 0.094 -0.272 -0.058
H -24.293 -4.246 -2.940 -0.458 -0.221 -0.254
H -24.009 -3.739 -4.571 0.623 0.832 -0.016
C -12.561 1.029 -2.677 0.165 -0.705 -0.363
C -12.893 -0.516 -2.680 -1.061 1.690 -0.833
C -14.481 -0.792 -2.521 1.288 -0.059 -0.559
N -15.480 -0.563 -3.707 0.806 -0.273 0.396
C -15.421 -1.752 -4.730 -0.205 2.775 0.028
C -15.334 0.846 -4.271 -1.795 -0.670 0.033
C -16.782 1.205 -4.795 1.853 -0.108 -2.306
C -17.764 0.316 -4.081 -0.489 1.149 0.268
C -16.900 -0.480 -3.165 0.136 -1.779 1.286
H -13.029 1.585 -1.864 -0.366 -0.062 -0.200
H -12.795 1.415 -3.669 -0.552 0.339 0.257
H -11.507 1.299 -2.623 0.292 -0.686 0.342
H -12.329 -1.027 -1.900 -0.568 -0.121 0.176
H -12.495 -0.869 -3.631 -0.170 -0.432 -0.063
H -14.813 -0.107 -1.742 -0.211 -0.532 0.209
H -14.602 -1.854 -2.306 -0.309 0.216 0.577
H -15.697 -2.704 -4.276 0.159 0.282 0.229
H -14.461 -1.709 -5.242 0.148 -0.332 0.439
H -16.137 -1.393 -5.469 -0.255 -0.626 -0.135
H -14.502 0.844 -4.976 -0.187 0.444 0.127
H -15.225 1.451 -3.372 0.735 0.106 -0.238
H -16.865 0.946 -5.850 0.382 -0.047 -0.286
H -16.939 2.283 -4.832 -0.152 -0.067 0.768
H -18.413 -0.223 -4.771 0.271 -0.242 0.075
H -18.387 0.996 -3.500 -0.260 -0.337 0.302
H -17.169 -1.522 -2.994 -0.344 0.068 0.125
H -16.894 0.011 -2.192 0.476 -0.038 0.017
C -14.264 1.859 1.906 -2.059 -2.332 0.997
F -14.849 2.817 2.738 1.201 -0.945 -1.624
F -13.968 2.358 0.690 0.586 0.253 1.521
F -13.232 1.297 2.593 -0.227 1.531 -1.184
S -15.495 0.373 1.630 -0.991 -0.329 0.824
O -16.671 1.063 1.099 0.474 0.711 -0.627
O -14.923 -0.572 0.715 1.084 0.681 -0.814
O -15.777 -0.207 2.913 0.451 0.523 0.754
C -22.510 2.963 -1.072 -1.268 2.659 -1.537
F -21.625 2.724 -2.045 0.661 -0.595 0.489
F -23.341 1.890 -1.051 0.433 0.027 0.782
F -21.893 3.154 0.113 -0.263 -0.914 -0.690
S -23.456 4.597 -1.607 2.984 1.384 -0.390
O -24.039 4.933 -0.322 -0.557 -0.017 -0.117
O -22.383 5.527 -2.080 -2.043 -1.963 1.278
O -24.320 4.184 -2.690 -0.485 -0.596 0.323
C -18.327 -2.543 -0.256 1.779 -1.363 -0.083
F -19.333 -2.139 -1.093 0.822 -0.047 0.709
F -17.418 -1.580 -0.117 -0.231 0.412 -0.820
F -18.796 -2.727 0.968 -1.027 -0.315 -0.096
S -17.439 -4.209 -0.898 1.054 -1.273 -1.224
O -16.893 -4.988 0.210 -1.294 1.235 0.009
O -18.602 -4.826 -1.572 1.022 0.892 0.492
O -16.299 -3.820 -1.784 -2.225 0.683 0.541
C -16.850 4.900 -1.926 -2.574 0.573 0.693
F -16.039 3.897 -1.704 0.911 -0.710 -0.543
F -16.443 5.891 -1.090 -0.029 0.162 -0.913
F -16.842 5.290 -3.228 0.757 -0.185 1.225
S -18.649 4.361 -1.495 -2.619 0.289 -1.421
O -18.655 2.997 -2.055 0.592 0.655 0.617
O -18.762 4.405 -0.024 0.947 -0.227 -0.338
O -19.608 5.263 -2.163 2.637 -1.067 1.022
P -23.074 -1.541 2.224 -0.497 0.513 1.154
F -24.316 -1.203 3.202 -0.883 -0.714 0.748
F -22.670 -2.926 3.045 0.075 1.209 0.834
F -24.010 -2.560 1.375 -0.064 0.938 -0.920
F -21.786 -1.772 1.340 -0.001 0.381 -0.915
F -23.597 -0.197 1.364 1.113 -1.555 0.050
F -22.207 -0.565 3.248 0.074 -0.701 -0.707
P -17.844 0.932 7.203 1.896 2.835 0.403
F -18.460 1.879 8.406 0.213 -1.286 0.783
F -17.574 2.364 6.497 -0.080 -0.102 -1.436
F -16.299 1.114 7.893 -1.790 -1.000 -0.728
F -17.228 0.154 5.875 -0.854 0.500 1.391
F -18.081 -0.439 7.954 0.094 -0.677 0.600
F -19.380 0.868 6.660 0.236 -0.442 -0.861

---

No. 3
17
Properties=species:S:1:pos:R:3:forces:R:3 method="wB97M-V/def2-TZVPD" e_lumo_ev=0.89 e_tot_ev=-8427.223 relative_energy_kj_mol=387.6 homo_energy_ev=-8.779
C 2.072 0.572 -0.081 0.938 -1.793 -0.993
C 0.813 -0.258 -0.206 -0.600 -2.265 -1.014
C -0.005 -0.731 0.993 -0.389 -0.254 0.132
C -1.237 -0.377 0.160 -0.075 0.077 0.107
O -2.343 -1.193 0.052 -0.391 0.044 0.120
C -1.254 1.085 -0.179 -0.134 0.183 0.088
C -0.398 0.150 -0.977 -0.267 0.005 -0.279
H 2.567 0.675 0.893 -0.513 -0.082 -0.319
H 2.247 1.403 -0.775 -0.366 -0.342 0.281
H 2.243 -0.455 -0.561 3.962 2.361 0.315
H 1.140 -1.347 -0.782 -1.536 2.210 1.337
H 0.129 -0.230 1.960 -0.059 0.014 -0.269
H 0.147 -1.804 1.092 -0.287 0.032 0.337
H -2.980 -0.907 0.717 -0.078 -0.113 -0.056
H -2.145 1.403 -0.714 0.073 -0.015 0.136
H -0.811 1.831 0.480 -0.050 -0.125 -0.066
H -0.476 0.019 -2.050 -0.226 0.062 0.143

---

Copy entry 3 word for word.
17
Properties=species:S:1:pos:R:3:forces:R:3 method="wB97M-V/def2-TZVPD" e_lumo_ev=0.89 e_tot_ev=-8427.223 relative_energy_kj_mol=387.6 homo_energy_ev=-8.779
C 2.072 0.572 -0.081 0.938 -1.793 -0.993
C 0.813 -0.258 -0.206 -0.600 -2.265 -1.014
C -0.005 -0.731 0.993 -0.389 -0.254 0.132
C -1.237 -0.377 0.160 -0.075 0.077 0.107
O -2.343 -1.193 0.052 -0.391 0.044 0.120
C -1.254 1.085 -0.179 -0.134 0.183 0.088
C -0.398 0.150 -0.977 -0.267 0.005 -0.279
H 2.567 0.675 0.893 -0.513 -0.082 -0.319
H 2.247 1.403 -0.775 -0.366 -0.342 0.281
H 2.243 -0.455 -0.561 3.962 2.361 0.315
H 1.140 -1.347 -0.782 -1.536 2.210 1.337
H 0.129 -0.230 1.960 -0.059 0.014 -0.269
H 0.147 -1.804 1.092 -0.287 0.032 0.337
H -2.980 -0.907 0.717 -0.078 -0.113 -0.056
H -2.145 1.403 -0.714 0.073 -0.015 0.136
H -0.811 1.831 0.480 -0.050 -0.125 -0.066
H -0.476 0.019 -2.050 -0.226 0.062 0.143